# C37H33N11O2S3W

A molecular structure, C37H33N11O2S3W in a non-equilibrium geometry (wB97M-V/def2-TZVPD, the Open Molecules 2025 dataset).

## Properties
- highest occupied orbital energy (spin up / spin down) (eV) = -14.56 / -14.56
- relative energy (zero: lowest compared OMol25 entry of this formula, charge and spin) (kcal per mole) = 9.0
- frontier orbital gap (spin up / spin down) (eV) = 4.581 / 4.425

```
! wB97M-V def2-TZVPD RIJCOSX def2/J DEFGRID3
* xyz 3 2
N -2.377 -0.408 -7.054
H 3.783 -4.907 3.738
H 0.435 5.046 -2.699
H 5.140 -1.063 2.433
C 0.626 -1.706 -0.989
C 1.959 -2.254 2.702
H 2.710 1.186 6.687
N -1.288 1.417 2.852
H -2.574 3.877 4.537
C 4.606 -3.024 3.137
C 1.496 3.216 4.258
H 1.300 1.467 -1.595
H -5.285 -4.079 -4.991
H 0.269 -2.481 6.442
N 0.414 -2.707 -1.780
N -1.623 0.741 -7.251
C 0.134 -1.498 5.995
H -2.372 -2.466 -0.167
C 0.456 2.059 -1.282
C -1.376 -2.351 -0.561
N -0.467 -1.421 -0.191
H 1.549 2.794 2.153
C -2.699 0.070 0.857
H 2.222 4.096 -7.164
C -0.091 2.051 -5.797
H 2.384 4.841 -4.829
N 0.197 3.273 -1.728
H -2.292 2.818 0.118
S -4.210 -0.040 0.668
S 2.744 0.261 1.855
C 0.867 3.488 -4.122
N -1.013 0.114 3.220
C -1.489 -4.172 -2.293
N -0.519 1.694 -0.435
H 1.949 4.197 -2.383
C 1.593 3.641 -6.412
C -2.356 -3.572 -3.375
C -2.160 -0.782 -5.846
H 0.934 -1.951 2.521
C -1.013 0.971 -6.146
H -1.987 -1.791 5.647
H -2.040 3.916 2.900
C -1.096 -1.520 5.077
C -0.016 2.482 -4.473
W -0.735 0.221 1.104
C 2.335 1.173 3.336
H 0.618 2.309 -7.799
C -1.809 2.117 3.832
C 0.701 2.640 -6.772
H -0.687 2.037 -3.749
N -0.943 3.752 -1.182
C 2.426 1.524 5.699
H 3.174 -0.240 4.734
C 1.756 2.424 3.151
C -3.585 -4.138 -3.687
S -1.958 1.174 5.288
C 4.333 -1.750 2.657
H 1.033 -1.246 5.432
C -1.897 -2.479 -4.096
C 1.825 2.763 5.531
C 0.923 4.073 -2.728
O -1.302 0.047 -5.189
C 3.008 -1.377 2.464
C 1.685 4.057 -5.095
H -2.060 -4.813 -1.624
N -2.167 3.393 3.752
H 1.074 4.204 4.127
C 3.566 -3.909 3.384
H 1.558 -1.172 -0.936
C -2.665 -1.948 -5.123
C 2.691 0.718 4.599
H -4.462 -2.126 -6.278
H -0.659 -4.747 -2.702
H 5.630 -3.329 3.300
H -3.951 -4.994 -3.133
H -0.927 -2.044 -3.887
O 1.422 0.244 1.051
N -0.849 -3.112 -1.487
C -1.361 2.785 -0.424
H 1.641 3.392 6.392
C 2.245 -3.529 3.160
C -3.883 -2.532 -5.460
H -0.975 -2.258 4.284
C -4.337 -3.624 -4.738
H 1.446 -4.236 3.341
H 0.014 -0.777 6.804
C -1.316 -0.192 4.437
*
```

Here are the Mulliken charges for atoms 1 to 5, given in e: -0.427, 0.451, 0.337, 0.499, -0.697

---

# C4H2LiNdO2

A molecular structure, C4H2LiNdO2 in a non-equilibrium geometry (wB97M-V/def2-TZVPD, the Open Molecules 2025 dataset).

## Properties
- highest occupied orbital energy (spin up / spin down) (eV) = -9.23 / -9.27
- relative energy (zero: lowest compared OMol25 entry of this formula, charge and spin) (kcal per mole) = 82.2
- frontier orbital gap (spin up / spin down) (eV) = 3.419 / 3.555

```
! wB97M-V def2-TZVPD RIJCOSX def2/J DEFGRID3
* xyz 1 5
Li -1.395 -2.827 0.008
C 0.314 -1.644 1.927
H 0.981 -2.279 -1.057
C 1.060 -1.701 0.815
O 0.455 -2.372 -0.261
Nd 2.612 0.739 0.485
H 0.675 -1.064 2.782
C -1.297 -1.775 1.810
O -2.522 0.278 1.601
C -2.210 -0.886 1.825
*
```

Here are the Mulliken charges for atoms 1 to 5, given in e: 0.863, -0.106, 0.249, -0.260, -0.482

---

Q: Look up the relative energy (zero: lowest compared OMol25 entry of this formula, charge and spin) of the first one.
A: 9.0 kcal per mole